# 1
{"formula": "C60H55BIrN8O3PS", "method": "ωB97M-V/def2-TZVPD", "symbols": ["Ir", "C", "N", "C", "N", "C", "C", "C", "C", "C", "C", "C", "C", "C", "C", "C", "C", "C", "C", "P", "C", "N", "C", "C", "N", "C", "C", "C", "C", "C", "C", "C", "C", "C", "C", "C", "C", "C", "C", "N", "C", "C", "N", "C", "C", "C", "C", "C", "C", "C", "C", "C", "C", "C", "C", "C", "H", "H", "H", "H", "H", "H", "H", "H", "H", "H", "H", "H", "H", "H", "H", "H", "H", "H", "H", "H", "H", "H", "H", "H", "H", "H", "H", "H", "H", "H", "H", "H", "H", "H", "H", "H", "H", "H", "H", "C", "N", "C", "C", "O", "N", "C", "C", "H", "H", "H", "H", "H", "H", "H", "H", "H", "H", "H", "H", "O", "B", "O", "C", "C", "C", "C", "C", "C", "H", "H", "H", "H", "S", "C"], "coordinates": [[0.562172, -0.049707, -0.588889], [-4.765013, -1.845287, 1.983067], [-3.416320, -2.204407, 1.578730], [-2.636375, -1.435930, 0.757322], [-1.437407, -2.079849, 0.664056], [-1.509118, -3.279697, 1.357098], [-2.758571, -3.347136, 1.919221], [-3.315115, -4.467554, 2.688535], [-4.538187, -5.043235, 2.344893], [-4.972355, -6.193225, 2.984677], [-4.194878, -6.779061, 3.972095], [-2.990274, -6.194180, 4.338286], [-2.551402, -5.046887, 3.701743], [-0.465686, -4.311953, 1.266323], [0.881506, -3.993190, 1.429514], [1.856236, -4.957182, 1.243665], [1.499370, -6.252433, 0.898158], [0.158935, -6.581946, 0.757544], [-0.819816, -5.620128, 0.935742], [-3.063215, 0.320081, 0.570438], [-2.534590, 0.659828, -1.160648], [-1.314887, 0.649436, -1.674819], [-1.427159, 1.127483, -2.960874], [-2.746672, 1.450677, -3.206253], [-3.426460, 1.156157, -2.060786], [-4.855944, 1.328552, -1.874454], [-3.354234, 1.944587, -4.450991], [-3.148555, 1.230757, -5.631310], [-3.669626, 1.695325, -6.827106], [-4.394798, 2.878056, -6.859735], [-4.590851, 3.599576, -5.691906], [-4.079347, 3.133613, -4.490315], [-0.354247, 1.279335, -3.959674], [0.400223, 0.187450, -4.379363], [1.319631, 0.331408, -5.407290], [1.487618, 1.557134, -6.034259], [0.728231, 2.645981, -5.630275], [-0.184392, 2.507990, -4.596818], [-1.761343, 1.341993, 1.308676], [-0.465583, 1.337126, 1.033926], [0.140888, 2.188582, 1.911589], [-0.818986, 2.709365, 2.764207], [-2.009102, 2.147747, 2.380853], [-3.318772, 2.451058, 2.929196], [-0.704526, 3.779968, 3.762290], [-0.001700, 4.941012, 3.432815], [0.092014, 5.981985, 4.339327], [-0.512886, 5.880912, 5.585085], [-1.193510, 4.723564, 5.927848], [-1.289394, 3.676601, 5.023821], [1.589390, 2.433990, 1.936081], [2.324608, 2.468096, 0.751895], [3.692074, 2.687427, 0.784676], [4.341830, 2.879063, 1.994052], [3.618925, 2.840058, 3.178024], [2.254542, 2.610086, 3.151140], [-4.770913, -0.849235, 2.420540], [-5.433954, -1.839153, 1.122891], [-5.124506, -2.562088, 2.714348], [-5.131585, -4.619703, 1.543349], [-5.911531, -6.643577, 2.691961], [-4.525747, -7.692307, 4.447773], [-2.383142, -6.643603, 5.112579], [-1.606664, -4.596323, 3.977932], [1.154782, -2.985539, 1.707328], [2.897702, -4.692215, 1.373302], [2.262219, -6.998944, 0.721744], [-0.127535, -7.592454, 0.497476], [-1.862711, -5.871406, 0.792962], [-5.367260, 1.155279, -2.818361], [-5.217381, 0.620234, -1.134719], [-5.081346, 2.340373, -1.534771], [-2.584371, 0.307367, -5.600263], [-3.503171, 1.133667, -7.736837], [-4.801140, 3.240634, -7.794491], [-5.134624, 4.534897, -5.715869], [-4.225348, 3.709886, -3.584230], [0.237128, -0.778588, -3.923529], [1.888243, -0.529744, -5.736542], [2.203966, 1.662911, -6.839570], [0.835782, 3.598983, -6.132235], [-0.780858, 3.358960, -4.290942], [-3.305819, 3.446617, 3.363792], [-4.063643, 2.414050, 2.138223], [-3.597000, 1.732067, 3.701624], [0.465520, 5.021189, 2.459987], [0.635303, 6.878433, 4.071383], [-0.451320, 6.701680, 6.287005], [-1.650254, 4.631628, 6.904509], [-1.796659, 2.763533, 5.310717], [1.815322, 2.344214, -0.197045], [4.256064, 2.712230, -0.138909], [5.408770, 3.058513, 2.018318], [4.120371, 2.974501, 4.127448], [1.697986, 2.555426, 4.077662], [3.260132, -2.254911, -2.060014], [3.782106, -1.154820, -2.856210], [4.475769, -1.568914, -4.062827], [3.355296, 0.105953, -2.608198], [2.386268, 0.346194, -1.868352], [4.018947, 1.150283, -3.184663], [5.444173, 1.149511, -3.472174], [3.427118, 2.471781, -3.081210], [4.012858, -3.044018, -2.025105], [2.342404, -2.663175, -2.485400], [3.055164, -1.919803, -1.046599], [3.931922, -2.402484, -4.513561], [5.489419, -1.914139, -3.843520], [4.523708, -0.764031, -4.789829], [5.918344, 0.252898, -3.084066], [5.904571, 2.010692, -2.982926], [5.631833, 1.231193, -4.545789], [2.347530, 2.385630, -3.013355], [3.682087, 3.043224, -3.974351], [3.794362, 3.008983, -2.200362], [1.349777, -0.596657, 2.459631], [1.659977, -0.608475, 1.098379], [3.049188, -0.782996, 0.952730], [3.575955, -0.814838, 2.216372], [4.891330, -0.925087, 2.608480], [5.137700, -0.904281, 3.978613], [4.102485, -0.798515, 4.900196], [2.773983, -0.705222, 4.494641], [2.539097, -0.703541, 3.137546], [5.686007, -1.021065, 1.881050], [6.157220, -0.978602, 4.333571], [4.337797, -0.797636, 5.956294], [1.961241, -0.628002, 5.204893], [-0.405862, -2.466256, -1.789352], [-0.397500, -1.820358, -0.241896]], "forces_ev_per_a": [[-2.0, -1.5, 4.2], [-0.3, 0.2, 0.2], [0.1, 0.3, -0.5], [1.0, -0.1, 1.4], [-1.2, -1.1, 0.4], [0.0, 0.2, -0.4], [0.2, -0.2, 0.1], [-0.1, -0.1, 0.1], [0.1, 0.0, -0.1], [-0.1, 0.0, 0.0], [0.0, 0.0, 0.0], [0.0, -0.1, 0.0], [0.0, 0.2, 0.0], [0.2, -0.1, -0.1], [-0.2, 0.0, 0.1], [0.1, 0.0, 0.0], [0.0, 0.0, 0.0], [0.0, -0.1, 0.0], [0.0, 0.2, 0.0], [0.4, 0.6, -1.5], [-0.3, 0.0, 0.4], [0.2, 0.3, -1.3], [-0.6, 0.1, 0.1], [0.4, -0.1, -0.1], [-0.2, -0.1, 0.0], [-0.1, 0.1, 0.0], [-0.1, 0.0, 0.0], [-0.1, 0.0, 0.1], [0.0, 0.0, 0.0], [0.0, 0.0, 0.0], [-0.1, 0.0, 0.0], [0.0, 0.0, 0.0], [0.1, -0.1, 0.0], [0.0, 0.0, 0.0], [0.0, -0.1, 0.0], [0.0, 0.0, 0.0], [0.0, 0.0, 0.0], [0.1, 0.1, 0.1], [0.0, -0.8, 0.6], [0.6, -0.5, -1.0], [0.0, 0.0, 0.2], [0.2, 0.0, -0.3], [0.1, 0.1, -0.2], [-0.2, 0.0, 0.1], [-0.1, 0.1, 0.1], [-0.1, 0.0, 0.0], [0.0, 0.0, 0.0], [0.0, 0.0, 0.0], [-0.1, 0.0, 0.1], [0.1, 0.0, -0.1], [0.2, 0.0, -0.1], [-0.2, 0.2, 0.0], [0.1, 0.0, 0.0], [0.0, 0.0, 0.0], [0.0, 0.0, 0.1], [-0.1, 0.0, -0.1], [0.0, -0.1, 0.1], [0.0, -0.1, 0.0], [0.1, 0.0, 0.0], [0.0, 0.0, 0.0], [0.0, 0.0, 0.0], [0.0, 0.0, 0.0], [0.0, 0.0, 0.0], [0.0, 0.0, 0.0], [0.1, 0.0, 0.0], [0.0, 0.0, 0.0], [0.0, 0.0, 0.1], [0.0, 0.0, 0.0], [0.0, 0.0, 0.0], [0.0, 0.0, 0.0], [0.0, 0.0, 0.0], [0.0, 0.0, 0.0], [0.0, 0.0, 0.0], [0.0, 0.0, 0.0], [0.0, 0.0, 0.0], [0.0, 0.0, 0.0], [0.0, 0.0, 0.0], [0.1, 0.0, 0.1], [0.0, 0.0, 0.0], [0.0, 0.0, 0.0], [0.0, 0.0, 0.0], [0.0, 0.0, 0.0], [0.0, 0.0, 0.0], [0.0, 0.0, 0.0], [0.0, 0.0, 0.0], [0.0, 0.0, 0.0], [0.0, 0.0, 0.0], [0.0, 0.0, 0.0], [0.0, 0.0, 0.0], [0.0, 0.0, 0.0], [0.1, 0.0, 0.0], [0.0, 0.0, 0.0], [0.0, 0.0, 0.0], [0.0, 0.0, 0.0], [0.0, 0.0, 0.0], [-0.1, 0.0, 0.2], [0.1, -0.1, 0.0], [0.0, 0.0, -0.1], [-0.1, 0.2, 0.2], [-0.1, 0.0, 0.0], [0.1, 0.1, -0.1], [-0.1, 0.0, 0.0], [-0.1, 0.0, -0.1], [0.0, 0.0, 0.0], [0.0, 0.0, 0.0], [0.0, 0.0, 0.0], [0.0, 0.0, 0.0], [0.0, 0.0, 0.0], [0.0, 0.0, 0.0], [0.0, 0.0, 0.0], [0.0, 0.0, 0.0], [0.1, 0.0, 0.0], [0.0, 0.0, 0.0], [0.0, 0.0, 0.0], [0.0, 0.0, -0.1], [-0.5, -0.1, 0.3], [0.7, 0.9, -2.2], [0.5, -0.3, 0.4], [-0.2, 0.0, 0.1], [-0.1, 0.0, -0.1], [0.1, 0.0, 0.1], [0.1, 0.0, 0.1], [-0.2, 0.1, -0.1], [0.4, -0.1, -0.1], [0.0, 0.0, 0.0], [0.0, 0.0, 0.0], [0.0, 0.0, 0.0], [0.0, 0.0, 0.0], [-0.1, -0.4, 0.8], [1.1, 2.6, -1.9]], "homo_ev": [-7.972, -9.037], "orbital_gap_ev": [5.4, 6.4], "multiplicity": 2, "charge": 1}

# 2
{"formula": "C60H56B2Cl2F3N4O6Sc", "method": "ωB97M-V/def2-TZVPD", "symbols": ["Sc", "O", "C", "C", "C", "C", "C", "C", "C", "C", "C", "O", "C", "C", "C", "C", "C", "C", "C", "C", "C", "C", "C", "C", "N", "C", "C", "C", "C", "C", "C", "C", "C", "C", "C", "C", "C", "H", "H", "H", "H", "H", "H", "H", "H", "H", "H", "H", "H", "H", "H", "H", "H", "H", "H", "H", "H", "H", "H", "H", "H", "H", "H", "H", "C", "C", "C", "O", "B", "O", "C", "C", "C", "H", "H", "H", "H", "H", "H", "H", "H", "H", "H", "H", "H", "B", "C", "N", "H", "H", "H", "Cl", "C", "C", "C", "C", "C", "Cl", "C", "N", "C", "C", "C", "C", "C", "C", "C", "C", "O", "O", "H", "H", "H", "H", "H", "H", "H", "H", "H", "H", "F", "C", "F", "F", "C", "C", "C", "N", "C", "C", "H", "H", "H", "H"], "coordinates": [[0.162900, 0.111000, 0.563400], [0.594900, -1.806700, 0.374800], [1.235000, -2.702900, 1.166900], [1.009300, -2.392000, 2.721100], [-0.410000, -2.106100, 3.049800], [-1.135700, -2.964500, 3.882400], [-2.446500, -2.656100, 4.192300], [-3.009100, -1.522500, 3.632000], [-2.243200, -0.735000, 2.771000], [-2.841400, 0.424900, 2.052100], [-2.921300, 0.053900, 0.507700], [-1.685300, -0.018300, -0.035100], [-3.695200, -1.267400, 0.413500], [-4.902800, -1.479100, 1.073400], [-5.568100, -2.686600, 0.957200], [-5.046700, -3.694000, 0.160900], [-3.853400, -3.485500, -0.511600], [-3.178500, -2.284300, -0.375100], [-3.704700, 1.161400, -0.214400], [-4.880300, 0.937300, -0.919700], [-5.482400, 1.954500, -1.641500], [-4.930200, 3.221800, -1.654000], [-3.756500, 3.455500, -0.953200], [-3.140400, 2.432400, -0.257000], [-0.964700, -1.018400, 2.507200], [2.761500, -2.677200, 0.956500], [3.660200, -3.335800, 1.790300], [5.023700, -3.236000, 1.574600], [5.516400, -2.484400, 0.522000], [4.632400, -1.836800, -0.320000], [3.271200, -1.936700, -0.102500], [0.663900, -4.106200, 0.875300], [1.442700, -5.181700, 0.458900], [0.865100, -6.404600, 0.155300], [-0.499900, -6.587300, 0.281800], [-1.288600, -5.518900, 0.674900], [-0.715200, -4.290400, 0.949900], [1.368200, -3.231300, 3.319800], [1.607500, -1.501500, 2.928200], [-0.665000, -3.851300, 4.282200], [-3.021300, -3.292000, 4.856300], [-4.023500, -1.236700, 3.865400], [-3.823400, 0.695000, 2.445300], [-2.179700, 1.286400, 2.126500], [-5.343000, -0.691000, 1.666800], [-6.499300, -2.842800, 1.488200], [-5.575400, -4.633500, 0.058200], [-3.440400, -4.262700, -1.141100], [-2.238000, -2.093400, -0.873900], [-5.330500, -0.043800, -0.925000], [-6.388600, 1.752200, -2.198400], [-5.403900, 4.015500, -2.218700], [-3.328100, 4.448700, -0.950700], [-2.193500, 2.594300, 0.233300], [3.310800, -3.937000, 2.619900], [5.712000, -3.739400, 2.242000], [6.583300, -2.412800, 0.354800], [4.990900, -1.239600, -1.146000], [2.578300, -1.420100, -0.751600], [2.510900, -5.065100, 0.347400], [1.487700, -7.218100, -0.193400], [-0.945800, -7.548700, 0.059300], [-2.360500, -5.635400, 0.755000], [-1.347100, -3.451000, 1.195100], [-2.996100, 1.704100, -4.377800], [-1.479500, 1.600400, -4.235300], [-0.915700, 0.654000, -5.309700], [-1.150800, 1.004300, -2.990300], [-0.046000, 1.643500, -2.483500], [0.199600, 2.826600, -3.141000], [-0.736300, 2.990500, -4.192200], [0.018700, 3.321400, -5.482700], [-1.644900, 4.164000, -3.803900], [-3.417600, 0.702000, -4.375500], [-3.255700, 2.203300, -5.309500], [-3.431600, 2.243200, -3.542700], [-1.333000, -0.337600, -5.145700], [0.160600, 0.574200, -5.184000], [-1.151800, 0.985600, -6.317100], [0.832000, 2.619300, -5.628500], [0.454400, 4.314600, -5.402100], [-0.651100, 3.291000, -6.340700], [-2.067600, 3.977000, -2.821200], [-2.436800, 4.321600, -4.531200], [-1.038400, 5.065400, -3.734900], [4.094300, 0.580200, 3.232100], [2.965200, 0.538600, 2.170000], [2.122000, 0.448600, 1.378100], [5.149500, 0.494500, 2.653800], [4.022800, 1.619600, 3.843900], [3.921700, -0.373000, 3.962500], [2.386000, 3.579100, 6.107300], [1.333600, 2.201400, 6.046300], [1.872200, 0.965500, 6.328500], [1.062100, -0.152600, 6.268200], [-0.273700, -0.006400, 5.951700], [-0.797400, 1.243600, 5.681800], [-2.475200, 1.306800, 5.308900], [-0.009500, 2.398700, 5.692300], [-0.465700, 3.682100, 5.476900], [-1.476600, 4.029800, 4.537000], [-2.764600, 4.270500, 4.994200], [-3.758000, 4.662700, 4.116100], [-3.455700, 4.847700, 2.775400], [-2.168900, 4.636300, 2.324300], [-1.157900, 4.218500, 3.186900], [0.179300, 3.875100, 2.631900], [0.052700, 2.390400, 2.158600], [0.086200, 1.503400, 3.013200], [-0.144400, 2.221200, 0.934300], [2.920500, 0.877300, 6.565700], [1.472600, -1.131600, 6.457000], [-0.930000, -0.861500, 5.907000], [0.320500, 4.326800, 5.426100], [-2.982200, 4.117700, 6.041800], [-4.765900, 4.821200, 4.473700], [-4.227400, 5.148100, 2.079900], [-1.927100, 4.771400, 1.280200], [0.985500, 3.927500, 3.361700], [0.417200, 4.488500, 1.764100], [4.516200, 2.781300, -4.509900], [3.997900, 1.539200, -4.441000], [5.170900, 0.716000, -4.477100], [3.514600, 1.294100, -5.718500], [3.051700, 1.319300, -3.390900], [2.372400, 0.070400, -3.255800], [1.433100, -0.110400, -2.307000], [0.913400, 1.049100, -1.552700], [2.039200, 1.959800, -1.303700], [2.972100, 2.171800, -2.241300], [2.708500, -0.771500, -3.850400], [0.904800, -1.038700, -2.143100], [1.987100, 2.531300, -0.389600], [3.739900, 2.918600, -2.088000]], "forces_ev_per_a": [[-0.6, -0.3, -0.4], [-0.1, 0.2, -0.2], [0.5, -0.8, 0.8], [0.2, 0.1, -0.7], [-0.2, -0.4, 0.3], [0.1, 0.3, 0.0], [0.0, 0.1, -0.1], [0.2, -0.1, 0.0], [-0.2, -0.1, 0.4], [0.2, -0.1, -0.7], [-1.0, 0.3, 0.6], [-0.1, -0.2, -0.2], [0.2, 0.0, -0.3], [0.0, 0.0, -0.1], [-0.1, 0.0, 0.1], [0.0, -0.2, -0.1], [-0.1, -0.2, 0.0], [0.1, 0.2, 0.0], [-0.1, -0.1, -0.2], [0.0, -0.1, 0.1], [-0.2, 0.1, 0.0], [-0.2, 0.1, 0.0], [-0.1, 0.1, 0.1], [0.0, 0.0, 0.0], [0.0, 0.0, -0.2], [-0.1, 0.1, -0.2], [-0.1, 0.0, 0.1], [0.2, -0.1, 0.1], [0.2, -0.1, -0.1], [0.0, 0.0, -0.1], [-0.3, -0.1, 0.0], [0.1, 0.1, -0.2], [0.0, 0.1, 0.0], [0.0, -0.2, 0.0], [0.0, -0.1, 0.0], [-0.1, 0.0, 0.1], [0.0, 0.0, 0.0], [0.0, 0.1, 0.0], [0.0, -0.1, 0.2], [0.1, 0.0, 0.0], [0.0, 0.0, 0.0], [-0.1, 0.0, -0.1], [0.1, -0.1, 0.0], [-0.1, 0.1, 0.1], [0.0, 0.1, 0.1], [0.0, 0.0, 0.0], [0.0, 0.0, 0.0], [0.0, 0.0, 0.0], [0.1, 0.0, 0.0], [0.0, -0.1, 0.0], [0.0, 0.0, 0.0], [0.0, 0.0, 0.0], [0.1, 0.1, 0.0], [0.1, 0.1, 0.1], [-0.1, 0.0, 0.1], [0.0, 0.0, 0.0], [0.1, 0.0, 0.0], [0.0, 0.1, -0.1], [0.2, 0.0, 0.0], [0.0, 0.0, 0.0], [0.1, -0.1, 0.0], [0.0, 0.0, 0.0], [-0.1, 0.0, 0.0], [0.0, 0.0, 0.0], [0.4, -0.1, 0.2], [-0.1, 0.0, -0.7], [0.0, 0.2, 0.4], [-0.3, -0.2, 0.6], [0.2, 0.1, -0.5], [0.3, 0.2, 0.2], [-0.4, 0.3, -0.3], [-0.1, -0.1, 0.4], [0.3, -0.3, 0.0], [-0.1, -0.1, -0.1], [-0.1, 0.0, -0.1], [0.0, 0.1, 0.0], [-0.1, 0.0, 0.0], [0.2, 0.0, -0.1], [0.0, 0.0, -0.1], [0.1, -0.1, -0.1], [0.0, 0.1, 0.0], [-0.1, 0.1, -0.1], [-0.2, 0.0, 0.0], [-0.1, 0.1, -0.1], [0.1, 0.1, 0.0], [0.3, 0.0, 0.3], [-0.6, -0.1, -0.8], [1.2, 0.3, 0.9], [0.2, 0.0, -0.1], [-0.1, 0.2, 0.1], [0.0, -0.1, 0.1], [0.2, 0.3, 0.0], [-0.2, -0.1, 0.0], [0.0, -0.1, -0.1], [0.0, 0.0, 0.0], [0.0, 0.1, 0.0], [0.4, -0.1, 0.2], [-0.5, 0.0, 0.1], [0.2, -0.5, 0.3], [0.3, 0.5, 0.1], [-0.1, 0.3, -0.3], [-0.1, 0.3, -0.1], [0.0, 0.0, 0.1], [-0.1, 0.0, -0.1], [0.1, 0.0, 0.0], [-0.3, 0.1, 0.4], [0.2, -0.7, -0.4], [0.4, 1.2, 1.4], [0.0, 0.0, -0.2], [-0.1, 0.0, -1.0], [0.1, 0.0, -0.1], [0.1, -0.1, 0.0], [-0.1, -0.1, -0.1], [-0.3, -0.2, 0.1], [0.0, 0.0, 0.0], [-0.1, 0.0, 0.0], [0.0, 0.0, -0.1], [0.0, 0.0, -0.1], [0.0, 0.0, 0.0], [0.0, 0.1, 0.0], [0.0, 0.4, 0.3], [0.7, -0.5, -0.7], [-0.5, 0.1, 0.3], [-0.2, -0.1, 0.0], [0.0, 0.1, 0.0], [0.1, 0.3, 0.0], [-0.2, -0.5, -0.4], [0.0, 0.0, 0.1], [0.2, 0.6, 0.3], [0.0, -0.4, -0.1], [-0.2, -0.1, 0.0], [0.1, -0.1, 0.1], [0.0, -0.1, 0.1], [0.0, 0.1, 0.1]], "homo_ev": -1.041, "orbital_gap_ev": 4.9, "charge": -2}

Computed relative energy (zero: lowest compared OMol25 entry of this formula, charge and spin), in the same sequence as the records: 1.0; 0.0 kcal per mole.
Computed E_tot, in the same sequence as the records: -3851.8084; -5021.3208 Ha.